No. 1
Molecular formula: C126H153N7O26
Method: DFT, wB97M-V/def2-TZVPD

The geometry in ORCA input format:
```
! RIJCOSX wB97M-V def2-TZVPD def2/J DEFGRID3
* xyz 0 1
C 5.67 5.13 3.38
C 5.65 5.12 4.80
C 6.03 3.99 5.49
C 6.41 2.85 4.73
C 6.35 2.88 3.34
C 5.94 4.01 2.64
C 6.64 1.60 2.51
O 6.25 1.53 1.38
C 7.26 0.49 3.23
C 7.69 -0.63 2.56
C 8.04 -1.75 3.23
C 8.14 -1.77 4.64
C 7.96 -0.59 5.28
C 7.40 0.55 4.58
C 6.84 1.64 5.45
O 6.78 1.58 6.66
H 5.48 6.04 2.75
H 5.28 5.98 5.43
H 6.19 3.94 6.53
H 5.84 4.01 1.56
H 7.52 -0.66 1.42
H 8.31 -2.69 2.70
H 8.52 -2.62 5.25
H 7.96 -0.57 6.34
C -1.93 10.88 -3.51
C -3.14 10.37 -3.04
C -3.21 8.97 -2.90
C -2.23 8.14 -3.26
C -1.07 8.65 -3.85
C -0.88 10.06 -3.96
C 0.02 7.74 -4.24
O 1.09 8.17 -4.65
C -0.09 6.28 -3.96
C 0.99 5.43 -4.20
C 0.93 4.19 -3.67
C -0.21 3.60 -3.14
C -1.38 4.40 -3.11
C -1.33 5.75 -3.54
C -2.47 6.65 -3.21
O -3.52 6.30 -2.78
H -1.89 12.00 -3.62
H -3.96 11.08 -2.78
H -4.16 8.50 -2.64
H -0.01 10.45 -4.40
H 1.85 5.89 -4.64
H 1.82 3.58 -3.81
H -0.13 2.63 -2.67
H -2.34 4.06 -2.75
C 0.37 -2.40 2.59
C 0.07 -3.41 3.53
C 0.30 -4.75 3.23
C 0.76 -5.03 1.97
C 0.99 -4.02 1.00
C 0.75 -2.66 1.30
C 1.44 -4.39 -0.38
O 1.51 -3.59 -1.24
C 1.84 -5.83 -0.67
C 2.51 -6.16 -1.84
C 2.99 -7.47 -2.07
C 2.89 -8.47 -1.01
C 2.24 -8.08 0.18
C 1.75 -6.76 0.32
C 1.10 -6.41 1.64
O 0.81 -7.27 2.45
H 0.10 -1.29 2.75
H -0.33 -3.12 4.43
H 0.01 -5.56 3.91
H 0.73 -1.88 0.55
H 2.70 -5.48 -2.68
H 3.60 -7.77 -2.90
H 3.30 -9.42 -1.21
H 2.10 -8.73 1.03
C -6.13 3.97 -6.29
C -6.05 2.56 -6.32
C -4.82 1.90 -6.30
C -3.65 2.69 -6.38
C -3.74 4.08 -6.48
C -4.96 4.68 -6.36
C -2.52 4.94 -6.65
O -2.55 6.12 -6.50
C -1.33 4.25 -7.18
C -0.32 5.00 -7.72
C 0.81 4.42 -8.25
C 0.96 3.02 -8.04
C -0.11 2.25 -7.56
C -1.26 2.88 -7.11
C -2.37 2.09 -6.55
O -2.20 0.92 -6.24
H -7.02 4.54 -6.29
H -7.00 1.99 -6.24
H -4.77 0.82 -6.39
H -5.11 5.72 -6.27
H -0.40 6.10 -7.91
H 1.58 5.07 -8.74
H 1.87 2.45 -8.25
H -0.07 1.18 -7.42
C 6.78 -4.48 -5.11
C 7.29 -3.41 -5.83
C 6.47 -2.38 -6.16
C 5.13 -2.43 -5.89
C 4.58 -3.54 -5.31
C 5.44 -4.56 -4.90
C 3.13 -3.77 -5.24
O 2.63 -4.85 -5.17
C 2.30 -2.57 -5.39
C 1.02 -2.52 -4.78
C 0.28 -1.34 -4.75
C 0.77 -0.19 -5.37
C 2.01 -0.16 -5.92
C 2.81 -1.34 -5.85
C 4.23 -1.30 -6.22
O 4.75 -0.42 -6.87
H 7.40 -5.37 -4.87
H 8.33 -3.36 -6.03
H 6.82 -1.52 -6.68
H 5.11 -5.50 -4.55
H 0.54 -3.40 -4.44
H -0.64 -1.33 -4.16
H 0.34 0.77 -5.25
H 2.47 0.77 -6.34
C -0.72 4.11 4.02
C -2.12 4.27 3.90
C -2.94 3.60 4.83
C -2.37 2.95 5.91
C -0.99 2.88 6.08
C -0.16 3.47 5.11
C -0.37 2.29 7.23
O 0.84 2.44 7.47
C -1.19 1.54 8.14
C -0.61 0.94 9.23
C -1.39 0.21 10.11
C -2.78 0.12 10.00
C -3.28 0.77 8.88
C -2.57 1.49 7.99
C -3.25 2.22 6.85
O -4.44 2.06 6.68
H -0.02 4.59 3.28
H -2.53 4.75 3.00
H -4.02 3.55 4.82
H 0.91 3.46 5.20
H 0.48 0.90 9.29
H -0.92 -0.27 10.98
H -3.41 -0.48 10.66
H -4.35 0.81 8.59
C -7.28 -5.75 -6.19
O -7.34 -4.47 -5.63
C -6.41 -3.46 -6.04
C -4.97 -3.91 -5.82
N -4.20 -2.71 -5.91
C -2.75 -2.92 -5.93
C -2.20 -3.82 -4.86
O -2.31 -3.03 -3.69
C -2.03 -3.65 -2.45
H -8.17 -6.24 -5.99
H -6.36 -6.28 -5.80
H -7.30 -5.76 -7.30
H -6.73 -2.66 -5.45
H -6.54 -3.22 -7.14
H -4.71 -4.47 -6.69
H -4.92 -4.51 -4.87
H -4.45 -2.19 -5.07
H -2.25 -1.95 -5.78
H -2.50 -3.25 -6.94
H -1.12 -3.99 -4.95
H -2.66 -4.79 -4.78
H -0.97 -3.87 -2.26
H -2.54 -4.55 -2.17
H -2.26 -2.78 -1.78
C -6.21 -5.11 -2.23
O -6.03 -4.98 -0.85
C -6.84 -5.84 -0.06
C -6.45 -5.85 1.37
N -5.08 -6.25 1.65
C -4.68 -5.56 2.86
C -3.17 -5.67 3.06
O -2.50 -5.05 1.96
C -2.85 -3.68 1.70
H -5.59 -4.33 -2.75
H -7.30 -4.81 -2.52
H -6.00 -6.17 -2.59
H -6.68 -6.87 -0.42
H -7.90 -5.71 -0.28
H -7.06 -6.61 1.71
H -6.67 -4.88 1.93
H -4.38 -5.90 0.98
H -5.22 -5.96 3.72
H -4.95 -4.47 2.91
H -2.84 -6.73 3.08
H -2.85 -5.23 4.01
H -3.76 -3.55 1.12
H -1.97 -3.29 1.21
H -2.96 -3.11 2.64
C -4.29 2.99 -2.07
O -3.68 2.20 -3.09
C -3.38 0.89 -2.62
C -1.93 0.52 -2.53
N -1.07 1.00 -1.40
C 0.31 0.49 -1.56
C 1.20 0.90 -0.43
O 0.49 0.52 0.74
C 0.46 1.49 1.73
H -4.41 4.05 -2.40
H -3.67 3.11 -1.20
H -5.28 2.67 -1.66
H -3.76 0.16 -3.32
H -3.90 0.62 -1.57
H -1.48 0.95 -3.51
H -1.73 -0.51 -2.67
H -1.40 0.65 -0.50
H 0.67 0.91 -2.49
H 0.34 -0.63 -1.67
H 1.29 1.99 -0.56
H 2.21 0.53 -0.37
H 0.14 2.43 1.22
H 1.45 1.64 2.22
H -0.30 1.23 2.49
C 6.91 -3.73 -1.08
O 6.21 -2.88 -0.27
C 4.78 -3.03 -0.41
C 4.09 -1.70 0.08
N 4.32 -0.54 -0.78
C 3.76 -0.48 -2.05
C 4.18 0.78 -2.92
O 3.81 2.06 -2.50
C 4.55 2.57 -1.43
H 7.96 -3.38 -1.21
H 6.49 -3.65 -2.10
H 6.97 -4.76 -0.68
H 4.46 -3.90 0.19
H 4.63 -3.19 -1.51
H 4.32 -1.33 1.08
H 3.03 -1.90 0.12
H 5.26 -0.14 -0.72
H 2.69 -0.47 -1.96
H 4.14 -1.30 -2.71
H 3.76 0.68 -3.85
H 5.28 0.80 -3.00
H 3.98 2.59 -0.49
H 4.68 3.64 -1.66
H 5.61 2.14 -1.35
C -4.50 -0.65 2.68
O -3.98 -1.01 3.94
C -2.75 -0.44 4.33
C -2.29 -0.99 5.65
N -2.26 -2.43 5.62
C -1.95 -3.01 6.96
C -2.08 -4.52 6.83
O -3.42 -4.90 6.69
C -4.42 -4.61 7.62
H -3.73 -1.02 1.99
H -4.74 0.40 2.55
H -5.42 -1.22 2.60
H -2.77 0.64 4.44
H -1.99 -0.58 3.62
H -2.92 -0.71 6.53
H -1.30 -0.54 5.80
H -3.21 -2.68 5.38
H -2.56 -2.66 7.82
H -0.88 -2.88 7.20
H -1.66 -4.86 7.75
H -1.50 -4.87 5.94
H -4.37 -5.28 8.55
H -5.41 -4.67 7.17
H -4.42 -3.59 7.94
C 4.77 -6.52 2.19
O 3.99 -5.32 2.30
C 4.79 -4.31 2.95
C 3.85 -3.20 3.51
N 4.53 -1.93 3.40
C 3.55 -0.85 3.32
C 2.96 -0.55 4.67
O 4.00 -0.20 5.58
C 3.63 0.29 6.87
H 5.86 -6.21 2.08
H 4.49 -7.05 1.28
H 4.76 -7.12 3.12
H 5.51 -3.87 2.25
H 5.38 -4.83 3.75
H 3.45 -3.50 4.49
H 2.97 -3.15 2.83
H 5.00 -1.80 4.26
H 2.91 -1.12 2.49
H 4.10 0.06 3.03
H 2.38 -1.34 5.05
H 2.13 0.26 4.64
H 3.26 -0.57 7.45
H 2.84 1.03 6.80
H 4.48 0.74 7.42
C 2.76 7.00 0.52
O 1.84 6.25 1.22
C 0.53 6.22 0.77
C -0.37 7.16 1.60
N -1.74 6.81 1.19
C -2.76 7.81 1.38
C -4.17 7.46 1.18
O -4.62 6.53 2.19
C -5.93 6.08 1.93
H 2.51 8.10 0.50
H 2.89 6.68 -0.53
H 3.72 6.73 0.96
H 0.19 5.17 0.81
H 0.49 6.56 -0.37
H -0.15 8.21 1.51
H -0.26 6.85 2.70
H -1.81 6.45 0.22
H -2.55 8.77 0.85
H -2.66 8.12 2.48
H -4.32 7.03 0.21
H -4.76 8.37 1.24
H -6.18 5.96 0.88
H -6.79 6.78 2.25
H -6.12 5.18 2.51
*
```

HOMO	-0.2986	hartree
molar mass	2181.6	u
gap between HOMO and LUMO	0.253	hartree

No. 2
Molecular formula: C5H7N3
Method: DFT, wB97M-V/def2-TZVPD

The geometry in ORCA input format:
```
! RIJCOSX wB97M-V def2-TZVPD def2/J DEFGRID3
* xyz 0 1
C 1.42 -0.32 -0.11
C -0.01 -0.13 -0.14
C -0.67 0.89 -0.38
C -1.95 0.60 -0.05
C -0.86 -1.19 -0.16
H 2.98 1.01 1.00
H 1.21 1.71 -0.05
H 3.08 -1.17 0.09
H -0.44 1.91 -0.52
H -2.94 1.34 0.22
H -3.15 -1.19 0.08
H -0.79 -2.24 -0.24
N 2.16 0.91 0.11
N 2.06 -1.38 -0.15
N -2.09 -0.75 0.30
*
```

HOMO	-0.2958	hartree
relative energy (zero: lowest compared OMol25 entry of this formula, charge and spin)	584.25	kJ/mol
molar mass	109.1	u
gap between HOMO and LUMO	0.321	hartree

No. 3
Molecular formula: C5H12NOP
Method: DFT, wB97M-V/def2-TZVPD

The geometry in ORCA input format:
```
! RIJCOSX wB97M-V def2-TZVPD def2/J DEFGRID3
* xyz 0 1
C -1.07 0.67 -1.62
C 1.17 1.13 -1.98
C 0.21 1.81 0.30
C -0.48 -2.07 2.45
C 0.01 1.70 -1.22
N 0.29 -2.20 1.19
O -1.80 0.84 -2.51
P -0.38 -2.14 -0.41
H 1.83 2.01 -2.03
H 0.88 0.77 -2.95
H 1.48 0.13 -1.48
H 0.29 0.98 0.90
H -0.66 2.38 0.74
H 1.12 2.41 0.52
H -1.11 -1.19 2.45
H -1.26 -2.87 2.64
H 0.23 -2.00 3.22
H -0.30 2.61 -1.62
H 1.26 -2.51 1.26
H -1.72 -2.44 0.16
*
```

HOMO (alpha / beta)	-0.2728 / -0.2577	hartree
relative energy (zero: lowest compared OMol25 entry of this formula, charge and spin)	262.28	kJ/mol
molar mass	133.1	u
gap between HOMO and LUMO (alpha / beta)	0.276 / 0.272	hartree

No. 4
Molecular formula: C32H31BrCl2IN2SV
Method: DFT, wB97M-V/def2-TZVPD

The geometry in ORCA input format:
```
! RIJCOSX wB97M-V def2-TZVPD def2/J DEFGRID3
* xyz -1 4
V -1.05 -0.57 1.16
S -4.91 0.69 -0.89
C -4.15 2.20 -0.51
C -4.62 3.49 -0.71
C -3.83 4.55 -0.31
C -2.59 4.32 0.29
C -2.11 3.04 0.49
C -2.90 1.96 0.07
N -2.57 0.61 0.19
C -3.54 -0.15 -0.24
C -3.47 -1.60 -0.14
C -4.48 -2.45 -0.61
C -4.36 -3.81 -0.41
C -3.25 -4.31 0.25
C -2.25 -3.46 0.71
C -2.34 -2.08 0.52
H -5.59 3.66 -1.16
H -4.18 5.56 -0.45
H -1.98 5.16 0.61
H -1.16 2.84 0.96
H -5.36 -2.04 -1.11
H -5.14 -4.48 -0.77
H -3.16 -5.38 0.41
H -1.39 -3.88 1.22
Cl -2.39 -0.70 3.24
C 1.29 1.59 3.38
Cl 1.22 0.52 2.03
H 0.38 1.62 3.95
H 2.12 2.27 3.42
Br 1.52 2.58 -4.10
C 2.00 3.64 -2.58
C 2.43 4.94 -2.82
C 2.75 5.75 -1.74
C 2.63 5.25 -0.45
C 2.21 3.94 -0.23
C 1.90 3.12 -1.31
I 1.19 1.08 -0.94
H 2.50 5.31 -3.83
H 3.09 6.76 -1.91
H 2.86 5.88 0.40
H 2.11 3.52 0.76
C 1.44 -1.94 -3.17
C 1.17 -3.09 -2.19
C -0.32 -3.39 -2.11
C 1.88 -2.92 -0.85
C 2.98 -3.72 -0.62
C 3.68 -3.68 0.58
C 3.26 -2.82 1.56
C 2.16 -1.94 1.39
C 1.90 -1.11 2.53
C 2.33 1.14 0.76
C 2.08 -1.47 3.95
C 1.45 -1.98 0.14
N 0.33 -1.18 -0.16
H 1.10 -2.22 -4.17
H 2.50 -1.69 -3.21
H 0.89 -1.05 -2.87
H 1.63 -3.98 -2.63
H -0.89 -2.53 -1.76
H -0.52 -4.22 -1.43
H -0.69 -3.68 -3.10
H 3.28 -4.41 -1.40
H 4.54 -4.32 0.74
H 3.81 -2.78 2.50
H -0.03 0.05 2.75
H 3.36 1.39 0.60
H 0.09 1.54 1.42
H 0.79 -0.31 0.93
H 3.09 -1.23 4.32
H 1.90 -2.54 4.09
H 1.37 -0.90 4.55
*
```

HOMO (alpha / beta)	-0.1189 / -0.1319	hartree
molar mass	804.3	u
gap between HOMO and LUMO (alpha / beta)	0.202 / 0.215	hartree

No. 5
Molecular formula: C5H10O2
Method: DFT, wB97M-V/def2-TZVPD

The geometry in ORCA input format:
```
! RIJCOSX wB97M-V def2-TZVPD def2/J DEFGRID3
* xyz 0 1
C -1.43 -2.16 -0.29
O 0.84 -1.57 0.29
C -0.09 -1.50 -0.48
C -1.00 1.41 0.22
C 0.24 1.64 -0.19
C 1.48 1.44 0.65
O 2.53 0.84 -0.09
H -1.79 -2.59 -1.23
H -2.16 -1.40 0.02
H -1.37 -2.92 0.49
H 0.00 -0.91 -1.41
H -1.86 1.57 -0.42
H -1.21 1.04 1.23
H 0.43 1.98 -1.20
H 1.84 2.41 1.00
H 1.23 0.84 1.54
H 2.31 -0.11 -0.14
*
```

HOMO	-0.3628	hartree
relative energy (zero: lowest compared OMol25 entry of this formula, charge and spin)	216.10	kJ/mol
molar mass	102.1	u
gap between HOMO and LUMO	0.397	hartree

No. 6
Molecular formula: C7H9N2O2
Method: DFT, wB97M-V/def2-TZVPD

The geometry in ORCA input format:
```
! RIJCOSX wB97M-V def2-TZVPD def2/J DEFGRID3
* xyz -1 1
C 1.71 -0.91 -0.85
C 0.74 -0.92 -1.92
C 1.50 -0.32 0.34
C -0.40 -0.21 -1.86
C 0.05 1.43 1.61
C 0.07 0.03 0.84
C -0.58 -1.11 1.47
N -1.00 0.21 -0.73
N -1.80 1.43 -0.80
O -0.08 2.41 0.85
O 0.09 1.36 2.84
H 2.64 -1.24 -1.29
H 1.15 -1.24 -2.90
H 2.35 -0.19 1.05
H -1.11 0.02 -2.73
H 0.10 -1.50 2.31
H -0.64 -1.96 0.82
H -1.57 -1.01 1.90
H -1.05 2.12 -0.99
H -2.19 1.58 0.05
*
```

HOMO	-0.1343	hartree
relative energy (zero: lowest compared OMol25 entry of this formula, charge and spin)	249.01	kJ/mol
molar mass	153.2	u
gap between HOMO and LUMO	0.276	hartree

No. 7
Molecular formula: C4H19N3O4
Method: DFT, wB97M-V/def2-TZVPD

The geometry in ORCA input format:
```
! RIJCOSX wB97M-V def2-TZVPD def2/J DEFGRID3
* xyz 0 1
C -0.56 -2.60 1.63
C 0.36 -1.49 2.18
C 1.25 -1.00 1.02
N 0.51 -0.25 -0.03
C 1.26 0.84 -0.52
N 1.32 1.90 0.38
N 1.74 0.87 -1.69
H -0.58 -2.58 0.54
H -0.18 -3.63 1.73
H -1.49 -2.61 2.22
H -0.28 -0.74 2.67
H 1.12 -1.85 2.89
H 1.85 -1.82 0.59
H 1.89 -0.28 1.57
H 0.30 -0.85 -0.82
H 0.72 1.83 1.18
H 1.43 2.84 0.05
H 2.01 1.66 -2.24
H 1.53 -1.87 -3.14
H 0.50 -0.71 -2.64
O 0.70 -1.66 -2.71
H -1.88 3.77 -0.22
H -1.03 2.86 -0.95
O -0.94 3.51 -0.21
H -1.10 0.98 -2.61
H -2.14 0.78 -1.29
O -1.46 1.27 -1.75
H -1.66 0.72 0.48
H -2.60 -0.34 1.14
O -2.58 0.43 0.54
*
```

HOMO	-0.3410	hartree
relative energy (zero: lowest compared OMol25 entry of this formula, charge and spin)	52.51	kJ/mol
molar mass	173.2	u
gap between HOMO and LUMO	0.363	hartree